#A
DFT (wB97M-V/def2-TZVPD) results for an isolated ion of composition C5H10N3O2 and charge +1.

Summary:
HOMO level, eV: -14.4
Orbital gap, Ha: 0.4016
Charge: +1
SMILES: CC1(C)C(=O)NC(=[NH2+])N1O
LUMO level, Ha: -0.1294
M, u: 144.154

Each line ends with the natural charge from an NBO analysis.
Geometry (Å):
C  1.1264  0.4116  -1.2769  0.67
C  0.4782  -1.6789  -0.5830  0.64
C  0.2457  0.6692  -0.1015  0.05
C  0.8279  1.5138  0.9901  -0.64
C  -1.1375  1.2707  -0.5402  -0.64
N  1.1845  -0.9676  -1.4188  -0.60
N  -0.0269  -0.8501  0.3213  -0.09
N  -0.0147  -2.8788  -0.6997  -0.76
O  1.7436  1.2279  -1.9424  -0.48
O  -1.0641  -1.2420  1.1452  -0.51
H  1.9434  1.3191  1.0622  0.25
H  0.2844  1.2320  1.9214  0.23
H  0.8288  2.6050  0.7047  0.27
H  -1.8391  0.4273  -0.5325  0.24
H  -1.2670  1.8031  -1.5535  0.27
H  -1.2007  2.0935  0.1405  0.24
H  1.6381  -1.3837  -2.3380  0.47
H  0.2852  -3.5752  -1.3898  0.43
H  -0.8440  -3.2991  -0.2733  0.46
H  -0.9662  -0.8813  2.0033  0.50

***

#B
DFT (wB97M-V/def2-TZVPD) results for an isolated ion of composition C5H10N3O2 and charge +1.

Summary:
HOMO level, eV: -14.0
Orbital gap, Ha: 0.3289
Charge: +1
SMILES: Cc1c(=O)o[nH][n+]1N(C)C
LUMO level, Ha: -0.1838
M, u: 144.154

Each line ends with the natural charge from an NBO analysis.
Geometry (Å):
C  0.0102  -1.2306  0.2120  0.13
C  0.8061  -2.1344  1.0324  0.70
C  -0.9156  -1.9394  -0.7301  -0.67
C  -1.3493  1.1338  -0.8482  -0.41
C  0.6951  2.3163  0.1211  -0.47
N  1.4049  0.0472  1.3594  -0.12
N  0.3127  0.0095  0.4464  0.11
N  0.0148  1.0430  -0.2713  -0.18
O  0.6717  -3.2849  1.3215  -0.45
O  1.7932  -1.2811  1.6080  -0.29
H  -1.6263  -2.5581  -0.1290  0.29
H  -0.3086  -2.7235  -1.1153  0.28
H  -1.3790  -1.3728  -1.5573  0.24
H  -1.4135  2.0192  -1.3681  0.24
H  -1.5456  0.3056  -1.4901  0.22
H  -2.0994  1.2042  -0.0550  0.22
H  0.9303  2.2946  1.2089  0.24
H  1.6507  2.4063  -0.5399  0.24
H  0.1012  3.2047  -0.2452  0.26
H  2.2463  0.5402  1.0398  0.41

***

Short version: #A is the most stable of them.

***

#A
DFT (wB97M-V/def2-TZVPD) results for an isolated ion of composition C5H10N3O2 and charge +1.

Summary:
HOMO level, eV: -13.7
Orbital gap, Ha: 0.3697
Charge: +1
LUMO level, Ha: -0.1323
M, u: 144.154

Each line ends with the natural charge from an NBO analysis.
Geometry (Å):
C  -0.3715  1.0993  -1.3853  0.72
C  0.1974  -0.2916  0.1315  0.34
C  1.5933  -0.1828  -1.8339  0.10
C  -2.6554  1.7201  -0.9076  -0.42
C  0.9543  -1.1425  2.2851  -0.47
N  -1.4369  1.6321  -1.5555  -0.35
N  1.1850  -0.7400  -0.5492  -0.16
N  -0.0828  -0.6453  1.3263  -0.58
O  0.7361  0.9237  -2.0946  -0.46
O  2.2727  -1.6019  -0.0751  -0.51
H  2.6616  0.1619  -1.9225  0.24
H  1.5144  -1.0263  -2.6524  0.22
H  -2.4294  1.2685  0.0322  0.20
H  -3.2700  1.2955  -1.6660  0.25
H  -2.8786  2.7626  -0.8877  0.24
H  0.8799  -0.5463  3.2440  0.25
H  1.9913  -0.7640  1.8408  0.25
H  0.8938  -2.2968  2.4001  0.23
H  -1.0352  -0.5164  1.6650  0.43
H  1.7633  -2.3678  0.2406  0.49

***

#B
DFT (wB97M-V/def2-TZVPD) results for an isolated ion of composition C5H10N3O2 and charge +1.

Summary:
HOMO level, eV: -13.4
Orbital gap, Ha: 0.3368
Charge: +1
LUMO level, Ha: -0.1546
M, u: 144.154

Each line ends with the natural charge from an NBO analysis.
Geometry (Å):
C  -1.4420  -0.5633  0.4763  0.26
C  2.5195  0.0382  0.2294  0.53
C  0.6122  -1.2056  -0.6139  -0.05
C  0.3506  1.0697  0.1982  0.81
C  -0.3754  1.6346  -0.9542  -0.69
N  1.1824  -0.0222  0.0662  -0.53
N  -0.7402  -1.5318  -0.0552  -0.59
N  -2.7119  -0.7745  0.7422  -0.77
O  3.2780  -0.8422  -0.0742  -0.52
O  0.4490  1.7978  1.2430  -0.60
H  2.9911  1.0528  0.6754  0.15
H  0.5974  -0.9984  -1.7236  0.21
H  1.3470  -1.9658  -0.4664  0.26
H  -1.0902  2.2857  -0.6619  0.26
H  -0.8804  0.7434  -1.5399  0.26
H  0.3211  2.1166  -1.5704  0.25
H  -0.9118  -2.4644  -0.1590  0.40
H  -3.2469  -0.0682  1.3040  0.42
H  -3.1359  -1.7028  0.7491  0.39
H  0.8864  1.4005  2.1350  0.55

***

Short version: #B is the most stable of them.

***

#A
DFT (wB97M-V/def2-TZVPD) results for an isolated ion of composition C4H10N2O and charge -1.

Summary:
HOMO level (spin up / spin down), eV: 1.0 / -4.5
Multiplicity: 2
Orbital gap (spin up / spin down), Ha: 0.1180 / 0.3152
Charge: -1
LUMO level (spin up / spin down), Ha: 0.1555 / 0.1514
M, u: 102.137

Each line ends with the Löwdin spin population.
Geometry (Å):
O  3.0004  -0.1093  0.0790  0.19
C  2.1935  -1.0039  -0.1452  0.21
C  0.6793  -0.8705  -0.1758  0.09
C  0.2829  0.6367  0.0818  0.03
C  -1.2417  0.7948  0.0989  0.11
N  -1.6915  1.6723  -0.9749  0.01
N  0.1332  -1.8347  0.7278  0.08
H  2.4864  -2.0470  -0.3926  0.02
H  0.4374  -0.9853  -1.2442  0.03
H  0.8353  1.1903  -0.6690  0.00
H  0.6681  0.8189  1.0874  0.01
H  -1.5741  1.1384  1.0853  0.03
H  -1.6710  -0.1938  -0.0731  0.04
H  -1.2750  2.5711  -0.8513  0.00
H  -2.6931  1.8243  -0.9892  0.01
H  0.3014  -1.5521  1.6929  0.05
H  -0.8716  -2.0502  0.6623  0.07

***

#B
DFT (wB97M-V/def2-TZVPD) results for an isolated ion of composition C4H10N2O and charge -1.

Summary:
HOMO level (spin up / spin down), eV: 0.5 / -2.8
Multiplicity: 2
Orbital gap (spin up / spin down), Ha: 0.1161 / 0.2347
Charge: -1
LUMO level (spin up / spin down), Ha: 0.1354 / 0.1326
M, u: 102.137

Each line ends with the Löwdin spin population.
Geometry (Å):
N  0.0939  1.7576  -0.1361  0.01
C  0.0802  0.2347  -0.2742  0.03
C  -1.3666  -0.1098  -0.6860  0.06
C  -1.3636  -1.3751  -1.6453  0.46
O  -1.2362  -1.2184  -2.8982  0.33
C  0.5306  -0.2798  1.1139  0.01
N  1.8511  0.2405  1.4920  0.00
H  0.1085  2.2156  -1.0218  0.00
H  0.5860  1.9267  0.7209  0.00
H  0.8033  -0.1140  -1.0037  0.01
H  -2.0744  -0.2762  0.1225  0.02
H  -1.7413  0.8064  -1.1377  0.00
H  -0.9769  -2.3276  -1.1843  0.06
H  0.5001  -1.3722  0.9723  0.01
H  -0.2714  -0.0875  1.8308  0.00
H  1.8887  0.3803  2.4911  0.00
H  2.5879  -0.4012  1.2441  0.00

***

Short version: #A is the most stable of them.

***

#A
DFT (wB97M-V/def2-TZVPD) results for one molecule with the formula C22H27N3O3.

Summary:
HOMO level, eV: -8.5
Orbital gap, Ha: 0.3212
Charge: 0
SMILES: CCCN(CC(=O)Nc1ccc(C(C)=O)cc1)CC(=O)Nc1ccccc1C
LUMO level, Ha: 0.0091
M, u: 381.476

Each line ends with the natural charge from an NBO analysis.
Geometry (Å):
C  -6.3537  -0.3257  1.0856  -0.60
C  -5.3225  0.3564  0.1965  -0.42
C  -3.8970  0.0065  0.6417  -0.21
N  -2.8276  0.5333  -0.1864  -0.45
C  -2.6513  -0.1749  -1.4535  -0.32
C  -1.5459  -1.2167  -1.2500  0.69
O  -1.7810  -2.3837  -1.0322  -0.61
N  -0.3039  -0.6651  -1.2848  -0.65
C  0.9315  -1.2815  -1.0000  0.22
C  1.9952  -1.0132  -1.8569  -0.23
C  3.2439  -1.5524  -1.6252  -0.21
C  3.4382  -2.3707  -0.5255  -0.23
C  2.3909  -2.6116  0.3431  -0.20
C  1.1283  -2.0664  0.1394  -0.04
C  0.0447  -2.3031  1.1409  -0.64
H  0.4641  -2.6494  2.0826  0.21
H  -0.6535  -3.0522  0.7679  0.26
H  -0.5285  -1.3931  1.3130  0.21
H  2.5524  -3.2308  1.2143  0.21
H  4.4067  -2.8122  -0.3429  0.21
H  4.0597  -1.3344  -2.2968  0.22
H  1.8312  -0.3750  -2.7133  0.21
H  -0.2205  0.2364  -1.7340  0.40
H  -2.3718  0.5274  -2.2418  0.21
H  -3.5630  -0.6977  -1.7592  0.21
C  -2.7786  1.9792  -0.3126  -0.31
C  -1.3266  2.3540  -0.6093  0.68
O  -0.9805  2.9358  -1.6123  -0.60
N  -0.4919  1.8901  0.3628  -0.61
C  0.8950  1.7501  0.3286  0.16
C  1.4999  1.0193  1.3519  -0.20
C  2.8530  0.7640  1.3302  -0.16
C  3.6427  1.2391  0.2839  -0.20
C  3.0361  2.0065  -0.7116  -0.12
C  1.6835  2.2683  -0.6969  -0.28
H  1.2298  2.8560  -1.4776  0.26
H  3.6566  2.3854  -1.5098  0.24
C  5.0926  0.9573  0.1587  0.58
O  5.7427  1.3895  -0.7678  -0.55
C  5.7183  0.0968  1.2290  -0.72
H  5.2140  -0.8658  1.2707  0.23
H  6.7698  -0.0532  0.9981  0.24
H  5.6301  0.5824  2.1983  0.23
H  3.2847  0.1827  2.1288  0.22
H  0.8941  0.6359  2.1604  0.20
H  -0.9498  1.3776  1.1060  0.41
H  -3.0820  2.4298  0.6357  0.22
H  -3.4157  2.3804  -1.1139  0.20
H  -3.7408  0.3785  1.6605  0.19
H  -3.7740  -1.0791  0.6604  0.21
H  -5.4630  1.4388  0.2383  0.19
H  -5.4719  0.0408  -0.8381  0.20
H  -6.2310  -0.0155  2.1212  0.20
H  -7.3610  -0.0684  0.7675  0.21
H  -6.2427  -1.4065  1.0364  0.21

***

#B
DFT (wB97M-V/def2-TZVPD) results for one molecule with the formula C22H27N3O3.

Summary:
HOMO level, eV: -7.9
Orbital gap, Ha: 0.3202
Charge: 0
SMILES: CC/C(=N/NC(=O)c1ccccc1)c1ccc(OCCN2CCOCC2)cc1
LUMO level, Ha: 0.0288
M, u: 381.476

Each line ends with the natural charge from an NBO analysis.
Geometry (Å):
C  -2.6218  0.7430  3.1108  -0.60
H  -3.2836  -0.1124  2.9971  0.21
H  -1.5949  0.3843  3.1231  0.21
H  -2.8359  1.2205  4.0639  0.21
C  -2.8336  1.7323  1.9667  -0.44
C  -2.5426  1.1055  0.6323  0.30
N  -3.5049  1.1229  -0.2032  -0.28
N  -3.3629  0.6689  -1.4925  -0.46
C  -2.3276  0.9241  -2.3431  0.62
O  -1.3001  1.4826  -2.0135  -0.60
C  -2.5643  0.4175  -3.7266  -0.06
C  -1.4841  -0.1574  -4.3898  -0.20
C  -1.6334  -0.6473  -5.6735  -0.20
C  -2.8587  -0.5522  -6.3131  -0.21
C  -3.9314  0.0396  -5.6672  -0.21
C  -3.7893  0.5215  -4.3777  -0.23
H  -4.6279  1.0082  -3.8989  0.21
H  -4.8825  0.1298  -6.1712  0.22
H  -2.9763  -0.9301  -7.3180  0.21
H  -0.7930  -1.0995  -6.1790  0.21
H  -0.5353  -0.2128  -3.8777  0.23
H  -4.2530  0.3979  -1.8885  0.40
C  -1.2208  0.4855  0.4521  -0.15
C  -0.0490  1.1427  0.8092  -0.10
C  1.1857  0.5424  0.6584  -0.34
C  1.2730  -0.7515  0.1580  0.39
C  0.0993  -1.4259  -0.1846  -0.29
C  -1.1255  -0.8154  -0.0433  -0.17
H  -2.0238  -1.3562  -0.3068  0.22
H  0.1770  -2.4324  -0.5662  0.22
O  2.4226  -1.4572  -0.0398  -0.52
C  3.6808  -0.8640  0.1899  -0.07
C  4.1883  -1.0409  1.6334  -0.25
N  3.4721  -0.1798  2.5593  -0.47
C  4.2997  0.6320  3.4343  -0.24
H  5.1073  1.0846  2.8567  0.20
C  4.8674  -0.1738  4.6094  -0.09
O  3.8297  -0.7756  5.3537  -0.53
C  3.0435  -1.6180  4.5368  -0.09
C  2.4497  -0.8504  3.3483  -0.25
H  1.8825  -1.5268  2.7088  0.21
H  1.7716  -0.0788  3.7261  0.20
H  2.2524  -2.0098  5.1779  0.20
H  3.6585  -2.4582  4.1752  0.16
H  5.4038  0.4732  5.3053  0.20
H  5.5556  -0.9493  4.2347  0.16
H  3.6638  1.4293  3.8323  0.20
H  5.2519  -0.7884  1.6342  0.20
H  4.0918  -2.1017  1.8954  0.19
H  4.3638  -1.3947  -0.4819  0.19
H  3.6749  0.1961  -0.0799  0.18
H  2.0706  1.0795  0.9577  0.24
H  -0.0945  2.1550  1.1810  0.20
H  -3.8634  2.0906  1.9594  0.23
H  -2.1720  2.5906  2.1031  0.21

***

Short version: #A is the most stable of them.